Entry from OMol25: a structure of composition C20H23CoN3O4S2 (ωB97M-V/def2-TZVPD).

- frontier orbital gap (spin up / spin down) (eV) = 8.37 / 8.37
- electronic energy (eV) = -93072.7819
- maximum force (eV/Å) = 0.47
- HOMO energy (spin up / spin down) (eV) = -7.824 / -7.762
- ⟨S²⟩ = 1.07

Structure (ORCA input):
```
! wB97M-V def2-TZVPD RIJCOSX def2/J DEFGRID3
* xyz 0 2
Co -1.22 0.72 0.37
O -2.31 0.33 -1.41
C -2.12 -0.79 -2.30
C -1.64 -1.95 -1.45
C -2.63 -2.25 -0.31
C -1.97 -2.26 1.04
C -1.67 -3.45 1.69
C -1.10 -3.41 2.95
C -0.87 -2.18 3.53
C -1.18 -1.04 2.81
N -1.70 -1.07 1.58
H -2.30 1.16 -1.90
H -1.40 -0.54 -3.08
H -3.08 -1.02 -2.76
H -0.67 -1.68 -1.04
H -1.49 -2.82 -2.09
H -3.13 -3.21 -0.47
H -3.40 -1.48 -0.28
H -1.90 -4.39 1.21
H -0.86 -4.33 3.47
H -0.45 -2.09 4.53
H -1.01 -0.06 3.23
C 4.02 -1.29 -5.54
C 3.34 -0.78 -4.30
C 2.63 -1.64 -3.47
C 2.01 -1.17 -2.31
C 2.11 0.16 -1.98
C 2.83 1.04 -2.79
C 3.43 0.57 -3.94
S 1.33 0.80 -0.54
O 0.67 -0.35 0.15
O 2.34 1.47 0.24
O 0.24 1.67 -1.02
H 3.72 -2.31 -5.77
H 5.10 -1.27 -5.42
H 3.78 -0.66 -6.40
H 2.55 -2.69 -3.73
H 1.47 -1.85 -1.66
H 2.91 2.09 -2.52
H 3.98 1.25 -4.58
C -1.22 4.56 5.08
C -0.97 3.64 3.92
C 0.29 3.10 3.68
C 0.42 2.23 2.62
N -0.64 1.93 1.87
C -1.82 2.50 2.16
S -3.02 1.98 1.03
N -2.03 3.35 3.16
H -0.29 4.98 5.46
H -1.71 4.01 5.88
H -1.89 5.37 4.77
H 1.15 3.37 4.28
H 1.36 1.77 2.34
*
```

=====

Entry from OMol25: a cluster of 2 separate species, C20H23F2IN2O11S in total (ωB97M-V/def2-TZVPD).

- frontier orbital gap (eV) = 9.40
- electronic energy (eV) = -70986.1264
- maximum force (eV/Å) = 1.80
- HOMO energy (eV) = -9.093
- SMILES = CCCN[C@@]1(OC(=O)c2ccccc2)OS(=O)(=O)O[C@]1(C[C@@H](C)I)C(=O)NC(=O)F.O=C1OC[C@@H](F)O1

Structure (ORCA input):
```
! wB97M-V def2-TZVPD RIJCOSX def2/J DEFGRID3
* xyz 0 1
C 2.44 3.34 0.23
C 1.89 3.55 -1.18
C 1.62 2.25 -1.96
N 0.18 2.09 -2.27
C -0.57 1.34 -1.33
O -0.08 0.02 -1.04
C 0.54 -0.21 0.19
O 1.49 0.41 0.51
C 0.03 -1.34 1.00
C 0.95 -1.95 1.86
C 0.56 -3.00 2.69
C -0.75 -3.46 2.62
C -1.67 -2.86 1.77
C -1.28 -1.79 0.97
O -0.75 2.11 -0.17
S -2.20 1.93 0.52
O -2.00 1.17 1.70
O -2.90 3.15 0.69
O -2.81 1.06 -0.66
C -2.03 1.15 -1.86
C -2.59 2.02 -3.01
C -3.28 3.37 -2.76
C -4.60 3.25 -1.97
I -2.01 4.93 -2.01
C -2.11 -0.25 -2.49
O -1.54 -0.48 -3.51
N -2.89 -1.27 -1.85
C -4.21 -1.28 -2.28
O -4.69 -0.60 -3.11
F -4.92 -2.15 -1.60
H 1.64 3.03 0.90
H 3.20 2.56 0.24
H 2.83 4.26 0.64
H 0.97 4.13 -1.16
H 2.63 4.12 -1.73
H 2.07 1.37 -1.50
H 2.10 2.36 -2.93
H 0.12 1.56 -3.14
H 1.96 -1.58 1.90
H 1.28 -3.44 3.35
H -1.05 -4.28 3.26
H -2.68 -3.24 1.74
H -2.02 -1.32 0.34
H -1.84 2.18 -3.77
H -3.37 1.41 -3.47
H -3.55 3.72 -3.74
H -5.41 3.57 -2.61
H -4.62 3.89 -1.10
H -4.80 2.22 -1.71
H -2.45 -2.17 -2.06
C 6.23 -3.96 3.33
C 5.46 -3.98 4.62
O 4.12 -3.90 4.18
C 4.06 -4.44 2.93
O 3.07 -4.76 2.37
O 5.31 -4.58 2.42
F 5.74 -2.92 5.41
H 6.43 -2.94 3.00
H 7.17 -4.51 3.37
H 5.58 -4.90 5.21
*
```

=====

Entry from OMol25: a structure of composition C20H23FN6RuS2SeSi (ωB97M-V/def2-TZVPD).

- frontier orbital gap (spin up / spin down) (eV) = 7.28 / 7.05
- electronic energy (eV) = -130244.3407
- maximum force (eV/Å) = 1.79
- HOMO energy (spin up / spin down) (eV) = -10.701 / -10.839
- ⟨S²⟩ = 0.76
- relative energy (zero: lowest compared OMol25 entry of this formula, charge and spin) (kcal/mol) = 0.00

Structure (ORCA input):
```
! wB97M-V def2-TZVPD RIJCOSX def2/J DEFGRID3
* xyz 1 2
Ru -0.29 -0.48 0.40
C 1.85 0.87 1.49
Si 0.89 2.23 0.59
C 1.73 2.69 -1.01
C 0.65 3.74 1.65
N -0.67 1.34 0.31
C -1.75 2.15 -0.14
C -2.49 2.94 0.72
C -3.54 3.73 0.25
C -3.83 3.75 -1.11
C -3.08 2.98 -1.98
C -2.05 2.20 -1.49
F -1.35 1.45 -2.34
H 2.91 0.86 1.24
H 1.50 -0.18 1.26
H 1.74 0.97 2.57
H 2.80 2.85 -0.87
H 1.32 3.62 -1.41
H 1.60 1.92 -1.77
H 1.61 4.25 1.76
H 0.29 3.51 2.66
H -0.04 4.44 1.19
H -2.25 2.91 1.78
H -4.11 4.33 0.95
H -4.63 4.37 -1.48
H -3.27 2.98 -3.05
N -3.91 0.11 -0.09
C -3.37 -1.10 -0.19
N -2.13 -1.42 0.18
C -1.97 -2.82 0.09
C -3.01 -3.50 -0.42
S -4.31 -2.42 -0.78
C -0.73 -3.35 0.63
C -0.31 -4.63 0.67
S 1.25 -4.71 1.42
C 1.25 -3.00 1.59
N 0.16 -2.42 1.15
N 2.29 -2.35 2.14
H -3.39 0.88 0.27
H -4.86 0.27 -0.38
H -3.11 -4.56 -0.57
H -0.81 -5.51 0.33
H 3.09 -2.85 2.47
H 2.23 -1.37 2.36
Se 0.39 -1.24 -1.71
C 2.22 -1.67 -1.39
C 3.15 -0.74 -0.93
C 4.44 -1.16 -0.67
N 4.87 -2.41 -0.85
C 3.98 -3.28 -1.33
C 2.66 -2.97 -1.61
H 2.87 0.29 -0.79
H 5.18 -0.45 -0.31
H 4.34 -4.29 -1.48
H 1.99 -3.73 -1.98
*
```

=====

Entry from OMol25: the molecule C20H23N3O3 (ωB97M-V/def2-TZVPD).

- frontier orbital gap (eV) = 8.41
- electronic energy (eV) = -31726.9326
- maximum force (eV/Å) = 0.63
- HOMO energy (eV) = -7.577
- SMILES = [H]/N=c1\n(CCOc2cccc(C)c2)c2ccccc2n1CC(=O)OCC
- relative energy (zero: lowest compared OMol25 entry of this formula, charge and spin) (kcal/mol) = 28.15

Structure (ORCA input):
```
! wB97M-V def2-TZVPD RIJCOSX def2/J DEFGRID3
* xyz 0 1
C 6.42 0.27 -2.10
C 6.13 -1.14 -1.62
H 7.05 -1.72 -1.51
H 5.45 -1.64 -2.31
O 5.55 -1.13 -0.31
C 4.23 -0.91 -0.24
O 3.51 -0.73 -1.18
C 3.77 -0.93 1.21
N 2.45 -0.39 1.33
C 2.05 0.89 1.01
C 2.78 2.03 0.72
C 2.08 3.19 0.47
C 0.69 3.22 0.50
C -0.05 2.08 0.79
C 0.65 0.91 1.04
N 0.22 -0.36 1.36
C 1.34 -1.19 1.50
N 1.44 -2.43 1.76
H 0.56 -2.91 1.89
C -1.13 -0.84 1.32
H -1.80 0.00 1.53
H -1.28 -1.59 2.09
C -1.47 -1.44 -0.06
O -2.83 -1.79 -0.16
C -3.76 -0.80 -0.33
C -5.09 -1.22 -0.23
C -6.14 -0.34 -0.40
C -5.85 0.99 -0.68
C -4.54 1.41 -0.79
C -3.49 0.53 -0.62
H -2.48 0.89 -0.72
H -4.32 2.45 -1.01
H -6.66 1.70 -0.82
C -7.56 -0.80 -0.29
H -8.09 -0.21 0.45
H -7.61 -1.85 -0.02
H -8.07 -0.66 -1.25
H -5.27 -2.27 -0.01
H -0.92 -2.38 -0.20
H -1.16 -0.75 -0.86
H -1.12 2.12 0.82
H 0.17 4.14 0.30
H 2.62 4.10 0.23
H 3.86 2.01 0.69
H 4.48 -0.38 1.83
H 3.72 -1.97 1.55
H 7.07 0.79 -1.39
H 5.50 0.83 -2.21
H 6.92 0.23 -3.07
*
```

=====

Entry from OMol25: the molecule C20H23N3O3 (ωB97M-V/def2-TZVPD).

- frontier orbital gap (eV) = 9.24
- electronic energy (eV) = -31726.5868
- maximum force (eV/Å) = 0.82
- HOMO energy (eV) = -8.509
- SMILES = CCc1ccc(-n2cnc3cc(C(=O)NCC(OC)OC)ccc32)cc1
- relative energy (zero: lowest compared OMol25 entry of this formula, charge and spin) (kcal/mol) = 36.13

Structure (ORCA input):
```
! wB97M-V def2-TZVPD RIJCOSX def2/J DEFGRID3
* xyz 0 1
C 1.28 -6.32 -5.15
H 1.76 -6.68 -4.25
H 0.21 -6.52 -5.08
H 1.68 -6.86 -6.00
C 1.52 -4.82 -5.31
C 0.96 -4.06 -4.14
C -0.35 -3.62 -4.14
C -0.88 -2.96 -3.05
C -0.09 -2.74 -1.93
C 1.22 -3.19 -1.91
C 1.74 -3.84 -3.01
H 2.76 -4.19 -2.99
H 1.82 -3.04 -1.02
N -0.63 -2.07 -0.81
C -1.87 -2.29 -0.27
N -2.12 -1.57 0.78
C -1.00 -0.80 0.97
C -0.73 0.16 1.94
C 0.50 0.80 1.88
C 1.43 0.49 0.88
C 1.18 -0.45 -0.09
C -0.04 -1.11 -0.03
H 1.90 -0.66 -0.86
H 2.37 1.02 0.90
C 0.90 1.84 2.88
O 2.07 2.04 3.17
N -0.13 2.51 3.46
H -1.04 2.43 3.04
C 0.12 3.65 4.29
H -0.40 3.56 5.25
H 1.20 3.67 4.47
C -0.31 4.98 3.63
O -0.19 4.83 2.25
C -0.21 6.05 1.54
H 0.65 6.68 1.81
H -0.15 5.79 0.48
H -1.13 6.61 1.73
O -1.59 5.42 4.01
C -2.66 4.56 3.65
H -2.60 4.27 2.60
H -2.68 3.66 4.28
H -3.57 5.13 3.82
H 0.34 5.80 4.00
H -1.45 0.35 2.71
H -2.55 -3.01 -0.68
H -1.90 -2.60 -3.07
H -0.97 -3.78 -5.01
H 1.04 -4.47 -6.23
H 2.59 -4.63 -5.40
*
```

=====

Entry from OMol25: the molecule C20H23N3O3 (ωB97M-V/def2-TZVPD).

- frontier orbital gap (eV) = 9.49
- electronic energy (eV) = -31727.4457
- maximum force (eV/Å) = 0.03
- HOMO energy (eV) = -9.063
- SMILES = Cc1ccnc(C)c1C(=O)NC[C@@H]1Cc2ccccc2CN1C(=O)CO
- relative energy (zero: lowest compared OMol25 entry of this formula, charge and spin) (kcal/mol) = 16.32

Structure (ORCA input):
```
! wB97M-V def2-TZVPD RIJCOSX def2/J DEFGRID3
* xyz 0 1
C -2.05 1.23 2.36
C -2.84 0.96 1.11
C -4.23 0.89 1.12
C -4.90 0.64 -0.06
N -4.30 0.47 -1.23
C -2.97 0.54 -1.27
C -2.31 0.40 -2.61
C -2.21 0.77 -0.12
C -0.72 0.86 -0.22
O -0.14 1.90 -0.50
N -0.06 -0.30 0.02
C 1.39 -0.37 -0.08
C 1.87 -0.36 -1.54
C 1.51 -1.65 -2.28
C 2.31 -2.81 -1.76
C 1.79 -4.11 -1.79
C 2.53 -5.17 -1.30
C 3.79 -4.95 -0.77
C 4.30 -3.67 -0.73
C 3.57 -2.59 -1.22
C 4.19 -1.21 -1.15
N 3.30 -0.15 -1.61
C 3.87 1.10 -1.70
O 5.06 1.26 -1.50
C 2.94 2.24 -2.09
O 3.68 3.43 -2.21
H -1.33 2.03 2.19
H -2.71 1.51 3.18
H -1.49 0.35 2.67
H -4.78 1.03 2.04
H -5.99 0.58 -0.07
H -1.94 1.36 -2.96
H -1.45 -0.28 -2.57
H -3.03 0.02 -3.33
H -0.59 -1.13 0.23
H 1.81 0.50 0.43
H 1.73 -1.26 0.43
H 1.37 0.47 -2.04
H 0.44 -1.85 -2.18
H 1.71 -1.50 -3.34
H 0.80 -4.27 -2.20
H 2.12 -6.17 -1.33
H 4.37 -5.78 -0.38
H 5.28 -3.49 -0.30
H 4.52 -1.01 -0.13
H 5.09 -1.18 -1.76
H 2.46 1.99 -3.05
H 2.14 2.33 -1.35
H 3.17 4.15 -1.84
*
```

=====

Entry from OMol25: the molecule C20H23N3O3 (ωB97M-V/def2-TZVPD).

- frontier orbital gap (eV) = 8.56
- electronic energy (eV) = -31724.9021
- maximum force (eV/Å) = 4.54
- HOMO energy (eV) = -7.867
- SMILES = Cc1nc2[nH]c3ccccc3n2c(=O)c1CCOC(=O)C1CCCCC1
- relative energy (zero: lowest compared OMol25 entry of this formula, charge and spin) (kcal/mol) = 74.98

Structure (ORCA input):
```
! wB97M-V def2-TZVPD RIJCOSX def2/J DEFGRID3
* xyz 0 1
O -2.66 -0.92 2.07
O -0.63 1.28 -0.29
N 0.34 -2.32 -0.21
O 0.53 1.84 1.54
C -1.73 -1.31 1.43
C 0.31 1.75 0.25
C -0.94 -2.60 -0.44
C 0.66 -1.70 1.03
C -0.34 -1.13 1.79
C -4.94 -4.42 -1.63
C -5.44 -3.75 -0.46
C -3.59 -4.33 -2.03
C -4.54 -2.82 0.27
C -2.76 -3.63 -1.25
C -3.15 -2.77 -0.17
N -1.40 -3.48 -1.37
N -1.98 -2.13 0.36
C 2.11 -1.75 1.57
C -0.45 1.29 2.43
C -0.07 -0.16 2.91
C 3.93 3.80 -1.39
C 2.57 4.57 -1.36
C 3.54 2.36 -1.75
C 1.45 4.01 -0.41
C 2.55 1.72 -0.70
C 1.16 2.53 -0.72
H -5.65 -4.94 -2.24
H -6.47 -3.83 -0.21
H -3.01 -4.89 -2.80
H -4.64 -2.03 1.04
H -0.86 -3.97 -2.13
H 2.82 -2.40 0.95
H 2.16 -2.17 2.50
H 2.56 -0.74 1.52
H -1.49 1.41 2.07
H -0.50 1.74 3.44
H 1.02 -0.09 3.27
H -0.62 -0.43 3.79
H 4.24 3.88 -0.38
H 4.66 4.39 -1.98
H 2.79 5.60 -1.10
H 2.32 4.58 -2.40
H 3.12 2.39 -2.71
H 4.47 1.73 -1.72
H 1.79 4.14 0.60
H 0.51 4.59 -0.64
H 2.51 0.60 -0.84
H 2.96 2.02 0.32
H 0.76 2.48 -1.82
*
```

=====

Entry from OMol25: a structure of composition C20H23N5O2SSe2Te2V (ωB97M-V/def2-TZVPD).

- frontier orbital gap (spin up / spin down) (eV) = 5.58 / 5.53
- electronic energy (eV) = -214466.6513
- maximum force (eV/Å) = 1.28
- HOMO energy (spin up / spin down) (eV) = -3.291 / -3.246
- ⟨S²⟩ = 2.04
- relative energy (zero: lowest compared OMol25 entry of this formula, charge and spin) (kcal/mol) = 51.64

Structure (ORCA input):
```
! wB97M-V def2-TZVPD RIJCOSX def2/J DEFGRID3
* xyz -1 3
V 0.05 0.38 0.44
O 1.93 0.39 0.85
C 2.92 0.92 0.17
C 4.22 0.45 0.46
C 5.32 0.95 -0.19
C 5.20 1.95 -1.16
C 3.94 2.43 -1.44
C 2.79 1.94 -0.80
C 1.48 2.51 -1.16
N 0.30 2.08 -0.78
C -0.65 2.93 -1.31
C -0.02 3.88 -2.04
N 1.33 3.60 -1.95
H 4.30 -0.31 1.23
H 6.31 0.56 0.05
H 6.06 2.34 -1.67
H 3.85 3.21 -2.19
H -1.70 2.75 -1.12
H -0.40 4.71 -2.61
H 2.07 4.17 -2.32
Se -1.29 1.53 2.13
Te 0.11 3.15 3.43
Te 1.18 -0.65 4.44
Se -0.48 -0.86 2.59
S -2.06 -0.57 -0.39
C -1.92 -0.69 -2.17
C -2.89 -1.43 -2.85
C -2.82 -1.58 -4.21
C -1.77 -0.97 -4.90
C -0.86 -0.25 -4.15
N -0.92 -0.11 -2.83
H -3.69 -1.89 -2.28
H -3.57 -2.15 -4.74
H -1.66 -1.05 -5.97
H -0.03 0.25 -4.64
C -0.39 -4.01 -0.30
N 0.50 -3.72 -1.40
C 0.99 -4.84 -2.16
C 1.52 -4.38 -3.50
C 2.54 -3.29 -3.26
N 1.93 -2.22 -2.50
C 2.53 -0.91 -2.62
C 1.04 -2.46 -1.48
O 0.69 -1.60 -0.67
H -1.28 -4.52 -0.67
H -0.68 -3.08 0.19
H 0.10 -4.66 0.44
H 0.16 -5.55 -2.29
H 1.78 -5.37 -1.61
H 0.70 -3.98 -4.10
H 1.97 -5.22 -4.04
H 2.89 -2.87 -4.21
H 3.41 -3.70 -2.74
H 2.57 -0.63 -3.68
H 3.54 -0.87 -2.20
H 1.90 -0.19 -2.10
*
```

=====

Entry from OMol25: the molecule C20H23N5OS (ωB97M-V/def2-TZVPD).

- frontier orbital gap (eV) = 8.73
- electronic energy (eV) = -41447.2559
- maximum force (eV/Å) = 0.99
- HOMO energy (eV) = -8.137
- SMILES = C/C(N)=C(/C#N)C(=O)CSc1nc(C2CCCCC2)n(-c2ccccc2)n1
- relative energy (zero: lowest compared OMol25 entry of this formula, charge and spin) (kcal/mol) = 12.66

Structure (ORCA input):
```
! wB97M-V def2-TZVPD RIJCOSX def2/J DEFGRID3
* xyz 0 1
C -3.74 0.43 2.18
C -3.70 0.17 0.72
N -4.18 -1.02 0.30
H -4.59 -1.66 0.95
H -4.20 -1.23 -0.68
C -3.18 1.07 -0.19
C -3.17 0.70 -1.54
N -3.18 0.31 -2.62
C -2.62 2.36 0.21
O -2.50 2.71 1.37
C -2.26 3.28 -0.94
H -2.18 2.75 -1.89
H -3.00 4.07 -1.01
S -0.68 4.15 -0.63
C 0.30 2.73 -0.44
N 1.60 2.75 -0.32
N 1.93 1.44 -0.23
C 0.80 0.70 -0.28
N -0.24 1.49 -0.41
C 0.70 -0.78 -0.14
C 0.23 -1.39 -1.47
H -0.71 -0.92 -1.75
H 0.96 -1.17 -2.26
C 0.05 -2.89 -1.34
H -0.30 -3.30 -2.29
H 1.01 -3.36 -1.10
C -0.96 -3.21 -0.24
C -0.49 -2.62 1.09
H -1.22 -2.84 1.87
H 0.46 -3.09 1.38
C -0.30 -1.12 0.97
H -1.25 -0.64 0.72
H 0.05 -0.70 1.91
H -1.93 -2.78 -0.51
H -1.08 -4.29 -0.14
H 1.68 -1.19 0.13
C 3.28 1.07 -0.08
C 3.80 -0.02 -0.77
C 5.13 -0.35 -0.59
C 5.94 0.40 0.24
C 5.42 1.50 0.90
C 4.09 1.84 0.74
H 3.67 2.70 1.24
H 6.05 2.10 1.54
H 6.98 0.13 0.37
H 5.54 -1.20 -1.13
H 3.19 -0.58 -1.46
H -4.19 -0.41 2.71
H -2.73 0.60 2.56
H -4.29 1.34 2.38
*
```